# 1
57
Properties=species:S:1:pos:R:3:forces:R:3 method="wB97M-V/def2-TZVPD" homo_energy_ha=-0.5008 total_charge=+1 e_above_lowest_kcal_mol=0.0
Tl -0.014791 -0.152587 -0.163593 -0.16 1.45 0.33
As -2.238982 -1.803314 2.580315 -0.89 0.75 1.16
F -2.377431 -0.300154 1.552428 0.79 -0.69 -0.36
F -3.156045 -0.864493 3.783785 0.77 -1.06 -0.98
F 0.802828 2.324586 -1.176850 -0.65 -2.13 0.88
F -1.195569 -2.429384 1.259223 -0.19 0.32 -0.14
F -0.714916 -1.187345 3.247215 -0.88 -0.09 -0.30
F -2.119308 -3.201358 3.594389 0.16 0.65 -0.73
F -3.686072 -2.445430 1.843725 1.17 0.57 0.25
O 2.516255 0.087424 4.225959 -0.25 0.47 -0.32
O -0.556787 4.113207 2.197000 0.15 0.32 -0.11
O -0.795342 1.887094 1.810813 -0.12 -0.79 -0.28
O -0.757937 0.335537 -2.958081 1.12 -0.18 0.57
O 2.486740 1.842622 2.892454 0.13 0.31 -0.89
O 1.661799 -4.038922 -1.903759 -0.17 1.86 1.01
O -1.066644 1.675121 -4.781362 -0.38 -0.56 -0.29
O -2.242531 -0.131552 -4.532100 0.39 -1.29 1.43
O -1.418031 2.942705 3.729008 0.40 0.81 -0.96
O 1.542960 -0.030980 2.210755 -0.60 -0.74 -1.04
O 0.366637 -3.868703 -3.643976 -0.30 0.72 -0.20
O 0.023371 -2.472336 -1.929272 0.21 1.30 0.72
C 0.442441 4.307713 1.189384 -0.36 0.38 -0.56
C 2.531161 -4.883538 -2.643254 0.19 -0.81 -0.92
C -3.111008 0.252620 -5.559511 -0.76 1.49 -1.26
C 3.210828 2.577058 3.889839 -0.04 -0.29 0.72
C -1.256568 0.587259 -4.026505 -1.73 1.74 -1.02
C -0.954815 2.881792 2.478768 0.86 1.07 1.62
C -1.588404 1.763753 4.479550 -0.71 -1.01 0.14
C 0.078620 2.525504 -4.647467 0.69 -1.44 1.47
C 2.137407 0.602254 3.063469 0.36 -0.34 0.71
C 0.686767 -3.330929 -2.473937 0.19 -2.72 -0.33
C 2.143924 -1.243835 4.602674 0.22 -1.37 -0.02
C -0.841512 -3.398359 -4.288539 0.67 0.84 -1.08
H 2.912669 -1.594704 5.287684 -0.08 0.37 0.20
H 1.378226 3.815086 1.446635 -0.28 -0.55 -0.21
H 1.948938 -5.628081 -3.184399 0.07 0.09 -0.09
H 3.423646 3.547666 3.452653 -0.34 0.04 0.14
H 4.157954 2.118464 4.171440 -0.08 -0.28 -0.27
H -0.019437 4.031326 0.241046 0.65 -0.35 -0.19
H 0.387249 2.451435 -3.601565 -0.08 0.67 0.06
H 2.569839 2.581719 4.770172 0.21 0.58 0.09
H -3.806825 -0.560663 -5.746015 0.49 -0.26 -0.15
H -0.755079 -3.671467 -5.339840 -0.20 -1.05 0.28
H 3.199838 -5.417754 -1.972454 -0.30 0.31 0.44
H -3.751200 1.110986 -5.332830 0.20 -0.02 0.77
H -2.579063 0.626016 -6.435506 0.13 -0.70 -0.17
H -2.484390 1.280872 4.089491 0.36 -0.54 0.21
H 3.162274 -4.320848 -3.330841 -0.23 0.16 -0.05
H 1.159623 -1.323446 5.058431 0.00 0.52 -0.02
H -0.821497 -2.319124 -4.448067 -0.17 0.14 1.05
H 0.682861 5.367428 1.123360 -0.45 0.09 0.36
H -0.185227 3.528537 -4.959797 0.09 -0.16 -0.17
H -0.689455 1.147288 4.441190 -0.23 -0.20 -0.28
H -1.763315 2.017708 5.523671 0.00 0.44 -0.19
H 0.886076 2.014061 -5.172156 0.01 0.66 -0.57
H 2.166632 -1.961524 3.782668 -0.06 0.45 -0.36
H -1.719382 -3.764012 -3.767515 -0.01 0.06 -0.12

=====

# 2
195
Properties=species:S:1:pos:R:3:forces:R:3 method="wB97M-V/def2-TZVPD" homo_energy_ha=-0.3836 total_charge=0 e_above_lowest_kcal_mol=75.6
S 12.731293 19.449680 12.291271 1.13 2.19 0.07
S 15.622125 14.064940 15.512187 0.43 -0.27 0.07
S 23.891563 17.976568 14.780200 0.22 -0.89 -0.13
S 21.232527 21.655289 14.799385 -2.38 -1.60 0.84
S 22.842309 14.759113 19.975364 0.01 -1.89 2.27
S 14.186624 16.721982 21.407086 1.20 -1.43 -0.44
S 17.687188 18.344449 17.355960 0.31 0.16 -0.27
S 18.461039 13.567253 20.146232 -0.34 2.16 -1.64
S 19.219511 22.398731 19.943579 1.33 -1.22 2.40
S 11.891930 20.107314 18.202805 0.56 -0.05 4.18
S 15.543489 23.059823 13.672387 2.43 1.87 -0.24
S 21.079024 14.288026 15.360536 0.68 -0.18 1.47
S 15.983758 16.147494 10.882531 -0.92 -2.38 -0.51
O 14.128338 22.835457 14.270898 0.35 -0.21 -0.42
O 24.836719 18.562603 15.889138 -0.02 0.63 0.17
O 14.175498 19.446710 13.092761 -1.23 0.14 -1.34
O 24.518675 16.747845 14.380042 -0.31 -0.21 -0.59
O 22.022540 21.100076 15.847753 0.37 0.36 0.29
O 14.950148 16.280276 11.878544 0.29 0.06 0.37
O 16.515369 14.834729 10.595653 -0.29 0.87 0.22
O 13.082332 19.213200 10.912263 0.10 -0.24 0.80
O 18.938218 23.936663 20.086345 -1.10 0.68 -0.65
O 17.976429 21.684294 19.892154 -0.02 0.25 0.85
O 14.360944 14.623961 16.209085 -0.55 0.84 0.27
O 13.958656 15.659030 20.464148 -0.40 0.22 -0.32
O 16.607676 19.488899 17.269779 0.29 0.54 -0.29
O 11.160563 18.674478 18.392639 0.25 0.84 0.04
O 18.957171 12.135775 20.070843 0.54 -2.24 -0.47
O 15.999545 24.437443 13.801380 -1.40 -0.62 -0.37
O 20.704610 15.312322 16.315988 0.16 -0.32 -0.96
O 12.055323 20.716325 12.573368 0.57 -1.95 0.15
O 19.996496 20.934593 14.476712 0.89 1.31 0.42
O 20.949885 23.162097 15.204020 -0.14 0.13 -0.21
O 23.603337 18.980879 13.809393 0.21 0.29 0.08
O 20.413686 13.030262 15.456077 -0.49 -0.56 0.19
O 18.792636 18.837554 18.153718 -0.43 -0.38 -0.42
O 13.263760 20.010678 18.669230 -0.76 -0.42 -1.31
O 20.957373 14.802989 13.881473 -0.03 -0.61 0.37
O 16.467671 22.150871 14.262020 -0.26 -1.35 0.39
O 13.072593 17.509614 21.814483 0.18 0.25 0.54
O 11.525553 20.720901 16.984436 0.07 -0.12 -1.81
O 17.036355 13.486937 19.989041 -0.49 0.58 0.60
O 22.495159 16.241053 20.105896 -0.87 2.46 -0.68
O 22.027136 14.018636 19.065031 -0.39 0.38 -0.64
O 16.655134 15.055817 15.519166 0.54 0.07 0.03
O 19.055884 14.272759 21.251660 -0.28 -0.76 0.36
O 15.888180 12.753630 16.014230 0.55 -0.33 0.36
O 20.234862 22.031517 20.943765 -1.59 0.43 -1.61
O 16.947081 17.181713 17.764925 0.35 0.37 0.07
O 14.895021 16.006871 22.696177 -1.10 0.90 -1.09
O 17.203949 17.008624 11.253034 -0.16 0.74 0.41
O 24.249890 14.631499 19.839307 0.82 0.50 -0.34
C 15.769414 14.888472 22.316651 0.06 0.81 -1.92
C 26.149783 18.210089 17.891240 -0.71 1.98 0.54
C 16.799886 18.307512 11.856097 1.35 0.61 -2.57
C 19.765669 22.323963 18.307756 -1.39 -0.14 -0.22
C 20.725464 25.011069 21.234633 -1.41 -1.04 0.42
C 11.907793 23.313739 14.705841 -0.88 2.58 0.39
C 22.370352 14.235326 21.623090 -1.05 1.32 -1.10
C 18.329650 18.017391 15.690660 2.88 0.95 1.48
C 13.879399 13.421123 18.190895 -1.64 0.30 1.12
C 22.435112 17.598761 15.671447 -0.17 0.57 -0.22
C 17.744838 19.305701 11.148600 0.92 0.93 3.00
C 17.137168 10.547320 19.249115 -0.08 -0.03 0.96
C 19.616416 14.537893 13.377546 0.03 1.50 -2.06
C 20.880490 18.163932 20.523783 1.48 -0.28 0.51
C 19.600627 13.767800 12.052567 0.76 0.40 0.23
C 15.374195 22.668086 11.960812 1.22 -1.13 0.07
C 16.104001 14.194579 23.583729 -0.13 0.29 -0.95
C 11.871571 18.028634 12.906189 -1.47 1.60 0.43
C 19.387132 25.043746 15.497344 -0.74 0.31 1.70
C 19.191205 24.669946 21.293960 2.18 0.94 -0.03
C 11.896080 17.467355 18.041751 1.56 -0.63 2.47
C 25.624023 17.592049 16.600731 -0.10 -1.30 1.63
C 11.023191 16.208760 18.311553 0.39 2.11 0.42
C 22.123442 21.670715 13.359126 1.00 2.84 -1.85
C 14.423176 18.011355 14.961021 0.65 -0.26 -0.72
C 11.053727 21.080897 19.476714 -1.42 0.03 -2.10
C 13.120718 23.865524 14.009341 -0.54 -1.07 -1.59
C 15.550868 17.730157 20.816454 -0.93 -0.60 2.44
C 19.741204 23.827753 14.668214 0.53 0.48 -0.60
C 18.388424 11.337368 18.875793 -0.36 0.28 1.62
C 22.793234 13.947845 15.469821 0.48 1.30 1.98
C 19.096739 14.314905 18.657027 -0.97 0.20 -0.05
C 14.267519 19.452810 14.546769 -1.07 1.01 0.52
C 14.961473 13.928077 13.951522 -0.75 1.01 -1.09
C 17.016634 20.948413 17.199339 -2.24 -1.07 0.30
C 15.788888 21.754998 17.641679 0.52 -0.02 -0.04
C 21.065535 16.707532 20.019858 0.82 1.31 0.11
C 15.189522 16.744369 9.413979 0.25 2.51 0.77
C 14.434849 14.726255 17.676621 -1.12 0.40 -0.45
H 21.358837 24.165824 21.491000 -0.18 -0.01 0.46
H 26.388488 17.197803 15.954048 0.35 0.11 -0.29
H 15.991044 22.771084 17.309306 -0.28 0.21 -0.62
H 18.601494 13.895724 11.635340 0.09 -0.29 -0.14
H 18.887889 24.083515 22.129589 -0.07 -0.45 0.72
H 12.996090 13.064934 17.595992 0.77 0.55 0.44
H 17.236259 21.138737 16.166816 0.48 0.10 -0.36
H 19.278618 15.562808 13.256806 -0.42 0.10 -0.70
H 22.302664 20.662932 13.145865 0.39 -1.53 -0.37
H 25.275914 18.674492 18.437045 0.80 -0.42 -0.59
H 10.069314 16.345805 17.818262 -0.31 -0.14 0.08
H 11.532723 22.432733 14.200101 0.02 -0.11 0.14
H 19.170915 10.635676 18.753006 1.00 -0.29 -0.70
H 18.935680 22.924761 17.846475 1.11 -0.66 -0.28
H 10.972921 17.937239 12.278738 0.36 0.04 0.04
H 11.440348 20.867235 20.467654 -0.21 0.00 -0.08
H 18.646804 25.639970 21.332103 -0.07 -0.97 -0.69
H 16.251485 23.131495 11.421526 -1.00 -0.79 0.61
H 23.084192 22.217665 13.473153 -0.58 -0.47 0.14
H 13.837665 15.641291 17.904668 0.35 -1.03 -0.07
H 10.927465 16.003881 19.386786 -0.10 0.23 -0.38
H 12.900700 17.392217 18.705692 -2.31 0.39 -1.63
H 14.858033 21.338954 17.198815 0.57 0.52 0.53
H 19.290806 17.441548 15.922559 -1.17 0.72 -0.14
H 14.586024 12.637399 18.216820 1.01 -0.74 -0.41
H 21.389643 18.989423 19.957231 -0.36 -1.09 0.24
H 14.159670 16.902091 9.686431 -0.34 -0.15 0.03
H 11.145858 24.170675 14.639497 0.68 -1.39 0.21
H 16.388383 14.909652 24.310850 1.01 0.50 0.75
H 26.515329 17.467109 18.571560 0.27 -0.69 0.12
H 11.145891 22.137263 19.112709 0.41 -0.90 0.63
H 14.027594 13.379958 14.016892 -0.17 0.24 -0.12
H 17.282011 9.686834 19.992617 0.24 1.19 -1.26
H 12.129476 17.599863 17.010357 0.45 -0.39 -0.86
H 11.543230 15.405937 17.866335 0.51 -1.11 -0.52
H 21.571222 22.154767 12.512022 0.20 -0.47 0.91
H 23.411023 14.816278 15.153780 -0.38 -0.62 0.13
H 15.339877 18.209944 19.899056 -0.23 0.32 -1.01
H 15.756291 18.459586 11.627219 -0.16 0.30 0.16
H 21.748540 17.136347 14.912068 0.42 0.67 0.99
H 12.882820 23.966564 12.893018 0.66 -0.30 1.35
H 16.731071 10.182852 18.299762 -0.09 -0.14 0.25
H 19.932124 12.731548 12.082643 -0.61 -0.29 0.71
H 15.447172 14.965206 17.942618 0.54 -0.14 0.37
H 18.943449 14.162549 14.097683 -0.31 -0.94 1.00
H 19.976364 24.202604 13.634199 -0.26 -0.75 0.77
H 15.078851 20.170026 14.836501 -0.41 -0.95 -0.49
H 19.676749 21.240063 18.087419 0.34 0.71 -0.27
H 17.688992 19.392649 10.094192 -0.47 -0.31 -1.00
H 18.272649 14.246258 17.937252 0.42 -0.10 -0.14
H 20.791594 16.592102 18.995758 -0.19 -0.07 -0.69
H 16.410947 17.071428 20.840054 0.17 0.21 -0.38
H 18.251752 12.050718 18.048810 0.05 -0.58 0.28
H 15.242760 21.554128 11.862975 0.54 1.09 0.06
H 13.575521 24.772505 14.344025 -0.25 0.73 0.47
H 19.244194 15.379161 18.843320 -0.06 -0.29 0.07
H 22.609851 13.202162 21.587887 -0.30 -1.08 0.45
H 15.624407 13.403880 13.323652 1.04 -1.00 -0.52
H 20.738188 22.725120 18.172574 0.78 0.36 -0.26
H 13.566413 13.503536 19.246307 -0.06 0.31 -0.43
H 15.560036 18.421006 21.661923 0.62 0.43 -0.34
H 21.271165 14.510632 21.672382 1.30 -0.93 0.33
H 13.328130 19.938268 14.926937 0.70 -0.50 -0.07
H 15.535638 17.706179 8.992870 0.24 -0.39 0.57
H 22.943881 13.724017 16.575476 -0.13 0.43 -1.25
H 12.530807 17.215344 12.751192 0.57 -0.95 0.19
H 22.994171 13.056816 14.937588 0.20 -0.73 -0.81
H 22.119375 18.566054 16.140448 -0.21 -0.93 -0.55
H 17.619736 20.336755 11.585879 -0.13 -0.92 -0.37
H 18.991888 23.041045 14.683067 -0.40 0.36 -0.29
H 15.196050 14.211511 21.598799 1.08 1.06 0.91
H 15.194369 17.519326 14.330335 -0.38 0.29 0.39
H 20.934614 25.877694 21.831965 0.35 0.43 0.11
H 16.418985 11.223541 19.720164 -0.07 -0.12 -0.30
H 15.218831 13.762827 23.963111 -1.01 -0.87 0.39
H 9.970517 20.854964 19.264900 0.92 0.05 0.91
H 20.345596 14.141235 11.346858 -0.24 0.74 0.02
H 15.316283 16.027287 8.689748 0.18 -1.77 -1.63
H 11.514873 18.245442 13.939929 0.60 -0.42 -0.64
H 19.139966 24.842352 16.564450 0.64 -0.43 -0.50
H 15.777578 21.920231 18.732830 -0.39 -0.88 -0.38
H 20.101946 25.874232 15.521918 0.16 -0.45 -0.36
H 16.671653 15.392646 21.787666 -1.34 -1.36 0.89
H 17.771761 21.110091 17.919494 0.74 -0.22 0.08
H 25.012110 16.675640 16.915433 0.45 1.35 -0.54
H 14.696032 17.860780 15.980349 0.31 0.18 0.88
H 21.295936 18.172696 21.562193 -0.47 0.25 -0.68
H 22.730293 16.877173 16.433767 -0.29 0.01 -0.04
H 18.662289 18.942109 15.154011 -0.61 -0.61 0.52
H 18.421439 25.476063 15.223692 0.11 -0.19 -0.83
H 13.504555 17.465501 14.802133 -0.25 -0.16 -0.06
H 16.962910 18.219174 12.900402 0.13 0.09 0.90
H 18.803933 19.052360 11.425526 -0.90 0.04 -0.36
H 14.936323 14.921458 13.474647 -0.65 -0.37 0.47
H 19.815588 18.403509 20.552662 0.10 -0.19 -0.03
H 20.489968 16.071999 20.653970 -0.44 -0.55 0.29
H 20.902455 25.135746 20.186785 0.30 0.82 -0.61
H 12.149665 23.158265 15.764922 -0.29 -0.24 -0.31
H 14.466226 23.087449 11.652498 -1.25 0.86 -0.76
H 16.818495 13.449467 23.304218 0.70 -0.49 0.48
H 26.937942 19.022677 17.851946 -0.88 -0.96 -0.57
H 17.751398 17.336096 15.152565 -1.46 -0.77 -0.77
H 20.021456 13.850534 18.337069 -0.14 0.02 0.00
H 22.955983 14.758908 22.370801 0.07 0.09 -0.07